[1]
The ion C6H10N3 with charge +1. Source: the Open Molecules 2025 dataset; level of theory: the ωB97M-V functional and the def2-TZVPD basis.

Geometry as XYZ:
```
19
Properties=species:S:1:pos:R:3:forces:R:3:mulliken_charge:R:1
C -1.58598 -1.82660 1.02695 -0.9 2.0 1.0 -0.88
C -1.36657 -0.68077 0.47673 -0.1 1.2 0.2 0.74
N -1.17872 0.49897 0.02986 0.3 -3.2 0.3 0.50
C -2.23864 1.34084 -0.39862 -3.1 -0.1 2.3 -0.81
N 0.00297 1.16351 -0.04663 1.9 1.1 -0.3 -0.73
C 1.14040 0.52802 -0.01679 -1.3 2.1 0.0 0.64
C 2.36599 1.31175 -0.01918 1.3 1.6 -2.5 -1.06
N 1.18844 -0.76671 0.25603 0.1 -2.7 -0.3 -0.45
C 1.45924 -1.73630 -0.51290 -0.2 1.3 -1.3 -0.23
H -2.00806 -1.89723 2.04020 0.6 0.0 -0.4 0.27
H -1.51276 -2.64866 0.41195 0.0 -2.0 -1.1 0.32
H -2.33101 2.06042 0.41363 -0.1 0.2 0.0 0.37
H -2.01719 1.88526 -1.24106 0.7 0.8 -2.1 0.32
H -3.21806 0.81135 -0.44639 0.9 0.2 -0.2 0.33
H 2.39262 2.39767 -0.35702 -0.9 -1.4 0.9 0.32
H 3.13295 0.86778 -0.65740 -0.2 -0.4 -0.3 0.36
H 2.79646 1.14600 0.90813 0.9 0.3 2.2 0.36
H 1.80278 -1.73990 -1.55543 0.1 1.1 0.1 0.28
H 1.17512 -2.71540 -0.31206 -0.1 -1.8 1.6 0.35
```
Forces are in eV/Å.

Output
- net charge = +1
- LUMO (Ha) = -0.1615


[2]
The ion C6H10N3 with charge +1. Source: the Open Molecules 2025 dataset; level of theory: the ωB97M-V functional and the def2-TZVPD basis.

Geometry as XYZ:
```
19
Properties=species:S:1:pos:R:3:forces:R:3:mulliken_charge:R:1
C 2.80147 -0.23417 -0.06862 2.7 -1.8 -0.9 -0.91
N 1.43255 -0.00093 0.03728 -2.8 1.3 -1.4 0.02
C 0.98000 1.27150 -0.00989 -0.9 -0.1 0.9 -0.56
C -0.36263 1.53516 0.06811 0.7 1.4 -0.6 -0.64
C -1.33259 0.57054 0.04352 -0.7 -1.2 -0.6 0.87
N -2.62463 0.96190 -0.14619 -0.6 1.6 1.2 -0.49
C -0.88134 -0.78033 0.00193 -0.1 -0.2 0.2 0.51
N -1.77201 -1.89360 -0.09283 0.0 0.7 1.2 -0.59
C 0.51670 -0.96222 -0.05373 -2.4 -1.7 0.3 -0.20
H 3.23164 0.45412 0.59397 1.2 0.5 1.1 0.37
H 3.05471 -1.28820 0.18237 -0.2 0.9 0.1 0.32
H 3.26900 -0.04276 -1.05234 -0.8 0.0 0.1 0.33
H 1.67807 2.06980 -0.03909 0.7 0.3 0.0 0.42
H -0.76469 2.54858 -0.01754 0.8 -0.1 0.2 0.27
H -2.78171 2.02483 -0.01746 0.1 -2.7 -0.3 0.26
H -3.36057 0.38064 0.26300 0.3 0.4 -0.5 0.24
H -1.20601 -2.74792 0.02309 -1.1 0.4 0.1 0.24
H -2.68616 -1.87133 0.49726 2.6 -0.1 -1.4 0.26
H 0.80819 -1.99561 -0.21286 0.6 0.2 0.3 0.28
```
Forces are in eV/Å.

Output
- net charge = +1
- LUMO (Ha) = -0.1384


[3]
The ion C6H10N3O with charge +1. Source: the Open Molecules 2025 dataset; level of theory: the ωB97M-V functional and the def2-TZVPD basis.

Geometry as XYZ:
```
20
Properties=species:S:1:pos:R:3:forces:R:3:mulliken_charge:R:1
C -0.92472 -0.19883 -2.31567 -0.9 2.3 0.7 -0.78
O 0.06021 0.77709 -1.82672 -2.8 0.7 -0.6 -0.48
C 1.07976 0.23727 -1.08526 0.4 -1.0 0.3 -0.52
C 0.76029 -0.03430 0.36333 -3.8 2.2 0.7 0.58
C 0.95094 -0.85400 1.38985 0.0 2.2 -0.8 -1.04
C 0.31082 -0.23118 2.55269 -1.6 -0.9 -0.1 0.83
N 0.39151 -0.71724 3.74398 -0.5 1.1 3.4 -0.33
N -0.56590 0.76637 2.33427 0.0 0.2 -1.4 -0.70
C -0.48011 0.98417 1.02792 2.8 0.2 -1.3 0.43
N -1.06414 1.94196 0.30105 4.0 -2.8 -1.8 -0.29
H -1.58692 -0.63625 -1.54021 0.6 0.3 -0.2 0.29
H -0.36511 -0.90452 -2.81493 1.0 -2.0 -1.0 0.43
H -1.55009 0.31273 -3.07333 0.4 -0.1 0.6 0.25
H 1.22574 -0.71004 -1.61271 1.7 -0.1 0.4 0.39
H 1.83100 1.04432 -1.08063 0.5 -0.9 -0.2 0.29
H 1.60130 -1.65299 1.44296 1.2 -1.6 0.2 0.47
H 0.97338 -1.49484 4.04865 -0.1 0.4 -0.4 0.26
H -0.07740 -0.13032 4.52458 1.0 -1.5 -1.8 0.33
H -0.82225 2.03060 -0.73074 -0.3 -0.6 1.7 0.34
H -1.89121 2.24941 0.60694 -3.7 2.1 1.6 0.25
```
Forces are in eV/Å.

Output
- net charge = +1
- LUMO (Ha) = -0.1762


[4]
The ion C6H10N3O with charge +1. Source: the Open Molecules 2025 dataset; level of theory: the ωB97M-V functional and the def2-TZVPD basis.

Geometry as XYZ:
```
20
Properties=species:S:1:pos:R:3:forces:R:3:mulliken_charge:R:1
N -0.09844 0.16985 -1.95517 -0.1 0.1 -0.3 -0.28
C -0.78175 0.47548 -0.88437 0.6 -1.3 4.3 0.46
N -1.87464 1.17576 -0.77764 0.1 -0.3 -0.9 -0.01
N -2.35702 1.42780 0.50612 -0.5 0.6 0.6 -0.41
C -1.55594 0.68496 1.48165 0.2 0.1 0.5 -0.65
C -0.46669 -0.02886 0.73955 -0.7 1.2 -3.9 0.24
C 0.44631 -0.87412 1.19165 -0.2 0.3 0.2 0.01
C 1.54710 -1.58358 0.57211 0.3 0.0 -0.3 -0.65
C 2.48612 -1.12071 -0.25765 0.0 -0.3 0.3 -0.19
O 2.47797 0.13248 -0.79250 0.0 0.0 0.1 -0.53
H -0.35059 0.55642 -2.85353 0.1 -0.1 0.0 0.24
H 0.81316 -0.25669 -1.84693 -0.1 0.2 0.0 0.18
H -2.35472 1.64980 -1.53653 0.2 0.0 0.2 0.24
H -3.35487 1.23895 0.56480 0.3 -0.2 -0.2 0.30
H -2.18183 -0.01531 2.04437 0.1 0.1 -0.1 0.32
H -1.12754 1.40219 2.19448 -0.1 -0.2 -0.1 0.26
H 0.35680 -1.08740 2.25458 -0.1 0.0 0.0 0.38
H 1.69448 -2.58307 0.95844 0.1 -0.1 -0.1 0.34
H 3.31412 -1.75975 -0.54105 0.0 0.1 0.0 0.41
H 3.36799 0.39581 -1.06237 -0.1 -0.1 0.0 0.34
```
Forces are in eV/Å.

Output
- net charge = +1
- LUMO (Ha) = -0.1193


[5]
The ion C6H10N5 with charge +1. Source: the Open Molecules 2025 dataset; level of theory: the ωB97M-V functional and the def2-TZVPD basis.

Geometry as XYZ:
```
21
Properties=species:S:1:pos:R:3:forces:R:3:mulliken_charge:R:1
C -2.52215 -0.64419 -0.99660 1.1 -0.4 -0.9 -0.23
C -3.75234 -0.88242 -0.34557 -0.7 -1.7 -1.8 -0.38
C -1.82907 0.24267 -0.13700 -1.8 0.7 0.2 -0.01
C -0.57807 0.90803 -0.20057 -0.2 -0.2 -0.6 0.57
C 1.75336 1.47514 -0.50439 0.0 2.7 4.2 -0.67
C 2.17834 0.60213 0.82069 1.0 1.0 -0.8 -0.63
N -3.83876 -0.18090 0.73737 -2.2 0.1 0.9 -0.75
N 0.35620 1.54987 -0.49143 -2.2 -1.2 0.1 -0.04
N -2.81131 0.55523 0.83592 2.9 0.0 -0.1 0.38
N 1.55143 -0.62704 0.92430 -0.2 -0.9 -0.3 -0.61
N 2.30774 -1.46915 0.00611 -1.4 -2.3 1.2 -0.16
H -2.15842 -1.06014 -1.98486 -0.5 0.6 1.6 0.33
H -4.63360 -1.53458 -0.58173 1.4 0.7 -0.1 0.42
H 2.11241 2.52820 -0.27583 0.2 -1.4 -1.1 0.32
H 1.97903 0.99548 -1.38759 1.2 -0.5 -2.1 0.46
H 3.35058 0.70660 0.62691 -1.9 -0.6 1.2 0.35
H 1.78113 1.04689 1.74619 0.8 1.0 -0.5 0.42
H -2.73467 1.01970 1.71112 0.7 0.7 0.5 0.28
H 3.13519 -1.73854 0.48245 2.1 0.7 0.1 0.35
H 2.37410 -1.05132 -0.88450 0.9 0.3 -1.5 0.25
H 1.97889 -2.44167 -0.10100 -1.2 0.7 -0.2 0.33
```
Forces are in eV/Å.

Output
- net charge = +1
- LUMO (alpha / beta) (Ha) = -0.1559 / -0.1559


[6]
A cluster of 2 separate species, C6H10N9 in total. Source: the Open Molecules 2025 dataset; level of theory: the ωB97M-V functional and the def2-TZVPD basis.

Geometry as XYZ:
```
25
Properties=species:S:1:pos:R:3:forces:R:3:mulliken_charge:R:1
C 3.92181 -1.76746 -0.29000 1.8 -0.1 -2.1 -0.33
C -1.54929 -1.63934 1.35192 0.8 -2.4 1.5 -0.62
C 3.64642 -0.47789 -0.77541 -1.7 -0.3 0.3 0.01
C -2.52018 -0.91215 0.70544 1.8 -0.3 0.4 0.15
C -1.07298 1.83315 -0.99649 -3.1 -0.5 0.7 0.58
C -3.55786 1.71498 -0.62266 -0.7 -0.3 0.3 -0.87
N 3.05231 -2.11872 0.56575 -1.3 -0.8 2.8 -0.68
N -0.34625 -0.99794 1.32281 -2.3 -0.2 0.0 -0.69
N 2.28975 -1.10872 0.82605 0.6 1.6 -1.7 0.27
N -0.55744 0.11223 0.71203 -0.6 1.4 -0.5 -0.33
N 2.53568 -0.07990 -0.09792 1.5 -2.8 0.8 0.52
N -1.85281 0.20666 0.33515 0.8 -1.0 0.5 0.58
N 1.94959 1.10635 -0.04214 -3.3 2.3 0.3 -0.76
N -2.18201 1.29731 -0.45065 2.1 0.6 0.1 -0.33
N -0.15801 2.32650 -1.45058 1.8 1.0 -1.1 -0.50
H 4.65408 -2.52519 -0.53949 0.2 0.6 -0.5 0.43
H -1.60186 -2.66123 1.86424 -0.2 1.8 -1.0 0.38
H 3.92974 -0.00811 -1.69362 0.4 0.5 0.1 0.36
H -3.45062 -1.32273 0.45940 -1.4 0.4 -0.4 0.45
H -3.90201 1.02634 -1.40517 -0.8 0.8 0.0 0.36
H -4.03243 1.45370 0.33673 -0.2 0.3 -0.4 0.33
H -3.72778 2.82268 -0.81123 0.7 -1.6 0.0 0.34
H 2.23467 1.75645 -0.77691 0.3 -0.5 0.2 0.35
H 1.47925 -1.19710 1.43742 -0.7 0.5 -0.2 0.47
H 0.81822 1.16010 0.03533 3.4 -1.1 0.0 0.53
```
Forces are in eV/Å.

Output
- net charge = +1
- LUMO (Ha) = -0.1182


[7]
A cluster of 2 separate species, C6H10NO in total. Source: the Open Molecules 2025 dataset; level of theory: the ωB97M-V functional and the def2-TZVPD basis.

Geometry as XYZ:
```
18
Properties=species:S:1:pos:R:3:forces:R:3:mulliken_charge:R:1
C 2.55848 1.75191 -2.13971 -0.2 -0.2 0.1 -0.63
C 1.61843 0.82492 -1.91814 0.6 0.5 -0.9 -0.31
C 1.41592 0.38540 -0.58567 -2.6 -1.2 2.3 0.88
C -2.02373 -1.33297 1.58651 -0.3 -0.6 0.6 -0.34
C -0.84178 -0.63184 2.12270 0.2 -0.3 0.8 -0.25
C -0.74100 -0.45298 -0.40936 3.2 0.8 -1.5 -1.14
N -1.40678 -0.22926 0.83728 -0.4 0.8 -0.4 0.08
O 1.94227 0.31969 0.45413 0.1 0.2 -0.8 -0.32
H 2.73032 2.15758 -3.12290 0.0 0.0 -0.2 0.28
H 3.16719 2.14283 -1.33921 0.1 0.0 0.1 0.26
H 0.98596 0.43468 -2.69855 -0.1 0.0 0.0 0.32
H -1.89819 -2.31615 1.15110 0.1 0.2 -0.2 0.23
H -3.00340 -1.15729 2.00807 0.0 0.2 0.0 0.28
H -0.97329 0.06434 2.93916 0.0 0.1 -0.1 0.28
H 0.12806 -1.10624 2.08634 0.0 0.0 -0.2 0.23
H -0.47346 -1.48812 -0.55878 -0.2 -0.2 0.1 0.38
H -1.25928 -0.01452 -1.24816 -0.4 -0.1 0.1 0.44
H -1.92572 0.64802 0.83517 0.1 -0.2 0.2 0.36
```
Forces are in eV/Å.

Output
- net charge = +1
- LUMO (alpha / beta) (Ha) = -0.1443 / -0.1443


[8]
An isolated molecule of C6H10NO3P. Source: the Open Molecules 2025 dataset; level of theory: the ωB97M-V functional and the def2-TZVPD basis.

Geometry as XYZ:
```
21
Properties=species:S:1:pos:R:3:forces:R:3:mulliken_charge:R:1
C -1.96079 0.15991 -0.63295 -1.3 0.6 0.2 0.33
C 2.05443 2.01718 -1.94313 -1.1 2.0 0.7 -1.15
C -1.17233 -2.24937 1.79388 -1.7 2.1 1.9 -1.08
C 1.16917 1.61821 -0.75249 2.9 -3.0 0.3 -0.22
C -1.08072 -0.65389 1.94103 -0.4 -4.0 0.2 -0.46
C -0.64783 -0.17513 -0.26062 3.6 0.5 -0.2 0.61
N -2.95028 0.48864 -1.11383 -0.3 -0.2 0.1 -0.45
O 1.47378 -1.70385 -0.47578 2.0 -0.8 1.3 -0.45
O 0.19435 0.71539 -1.22391 -1.9 -1.3 0.0 -0.31
O -0.17930 -0.12104 1.07747 0.1 1.9 -4.1 -0.38
P 0.37244 -1.39488 -1.34641 -1.8 0.7 -1.2 0.17
H 2.89493 2.70726 -1.64331 -0.9 -0.9 -0.2 0.34
H 2.38087 1.21217 -2.54801 0.6 -1.0 -0.2 0.32
H 1.36682 2.59890 -2.58883 0.5 -0.1 0.1 0.31
H -1.47299 -2.52957 0.83298 -0.9 -0.4 -1.5 0.34
H -0.27537 -2.78552 1.97283 1.0 -0.1 0.6 0.34
H -1.98437 -2.47508 2.55134 1.0 -0.4 -0.9 0.36
H 0.74098 2.42973 -0.29903 -1.3 2.1 1.0 0.35
H 1.68281 1.02440 0.04224 0.3 0.8 -0.5 0.30
H -0.49111 -0.59219 2.82056 -0.8 0.9 1.7 0.36
H -2.11551 -0.29127 1.79596 0.6 0.4 0.8 0.38
```
Forces are in eV/Å.

Output
- LUMO (Ha) = 0.0059


[9]
An isolated molecule of C6H10NOP. Source: the Open Molecules 2025 dataset; level of theory: the ωB97M-V functional and the def2-TZVPD basis.

Geometry as XYZ:
```
19
Properties=species:S:1:pos:R:3:forces:R:3:mulliken_charge:R:1
C -0.47506 0.82940 -1.98884 2.3 -0.8 1.1 -0.19
C 1.67865 -0.18414 -1.78078 0.8 0.1 1.0 0.65
C 2.81821 -0.82630 -1.82798 -1.6 0.6 0.3 -0.92
C -1.21193 0.32174 -0.86706 1.7 1.0 -1.3 -0.84
C 1.08261 0.00970 0.94163 -0.8 0.0 -0.9 -1.10
C -1.65944 0.61369 1.80587 -0.8 0.3 0.5 -1.06
N 0.82336 0.64364 -2.11827 -1.3 -0.1 -0.9 -0.31
O -0.19958 2.50617 0.58349 0.5 -1.6 -0.4 -0.78
P -0.29516 0.99330 0.64307 -0.3 3.1 2.0 1.04
H -0.68030 1.64912 -2.59245 -1.7 1.3 -0.9 0.45
H 3.29146 -1.07536 -2.73307 0.6 -0.2 -0.9 0.29
H 3.13856 -1.09768 -0.87740 1.0 -0.8 1.2 0.35
H -2.20054 0.64234 -0.82939 -1.6 0.4 0.2 0.44
H -1.05124 -0.68259 -0.65451 0.0 -2.1 0.0 0.42
H 0.70537 -1.00614 1.14699 0.8 0.3 0.2 0.29
H 1.88189 0.49333 1.52606 -0.4 -0.5 -0.5 0.30
H -1.27711 0.71623 2.85511 -0.3 -0.5 -0.9 0.33
H -2.49486 1.37385 1.71789 1.1 -0.7 -0.2 0.30
H -2.08461 -0.37768 1.56401 0.2 0.2 0.6 0.34
```
Forces are in eV/Å.

Output
- LUMO (alpha / beta) (Ha) = -0.0451 / -0.0454


[10]
An isolated molecule of C6H10NPS2. Source: the Open Molecules 2025 dataset; level of theory: the ωB97M-V functional and the def2-TZVPD basis.

Geometry as XYZ:
```
20
Properties=species:S:1:pos:R:3:forces:R:3:lowdin_spin:R:1
C 2.17172 -1.03928 2.86435 -0.6 -1.2 0.1 0.02
C 1.28487 -0.74859 2.08984 1.2 0.8 1.4 0.00
C -0.54868 -0.80286 0.45450 1.3 -1.7 1.8 0.03
C 1.56522 0.58300 0.11938 -0.4 3.3 3.3 0.14
C 0.55055 0.04820 1.13931 -0.3 -2.0 -3.0 0.02
C -2.02953 1.64373 -2.22597 -1.4 -0.5 -1.5 0.20
N -1.20718 -0.31059 -0.65481 -3.8 -1.3 -2.0 0.26
P -0.60031 0.52209 -2.02115 2.7 2.5 0.9 0.77
S 0.21934 -2.36197 -0.23415 -0.2 -0.5 -0.7 0.06
S 0.74115 1.77922 -1.09461 0.3 -1.2 -1.4 0.41
H 2.79253 -1.60177 3.55395 -0.3 0.6 -0.4 0.00
H 0.76310 -3.09131 0.74486 -0.1 0.3 0.6 0.00
H -1.36965 -1.02051 1.15539 0.7 -0.3 0.2 0.01
H 2.23370 1.21649 0.80523 -0.6 -0.4 -1.2 0.01
H 2.19703 -0.08536 -0.33432 1.0 -1.9 -1.3 0.00
H 0.03011 0.87087 1.49282 -0.7 1.7 1.5 0.00
H -1.92701 2.21399 -3.19419 0.0 -0.7 1.2 0.02
H -2.89109 0.91332 -2.36028 0.3 1.3 0.5 0.01
H -2.01659 2.32380 -1.35270 -0.5 -0.6 -0.5 0.01
H -1.95930 -1.05246 -0.94745 1.3 1.7 0.7 0.02
```
Forces are in eV/Å.

Output
- 2S+1 = 3
- LUMO (alpha / beta) (Ha) = 0.0222 / -0.0862
- expectation value of S² = 2.01


[11]
The ion C6H10NS with charge +1. Source: the Open Molecules 2025 dataset; level of theory: the ωB97M-V functional and the def2-TZVPD basis.

Geometry as XYZ:
```
18
Properties=species:S:1:pos:R:3:forces:R:3:mulliken_charge:R:1
C -0.24705 1.91293 0.15994 -0.4 -1.6 1.5 -0.57
C 0.60150 0.90394 -0.01837 -0.3 2.1 -0.9 0.27
S 2.32465 0.82424 -0.00236 0.3 -0.7 0.5 -0.05
C 2.20062 -1.00689 -0.05634 -2.0 -0.5 -2.3 -0.61
C 0.71114 -1.30681 0.27552 0.6 -2.2 2.8 -0.76
N -0.09082 -0.33998 -0.36120 0.4 0.6 -1.9 0.08
C -1.42895 -0.14742 0.08902 -4.1 0.3 -3.7 -0.68
C -1.67610 1.36041 -0.05097 1.0 -0.2 -0.5 -0.44
H 0.15281 2.75592 0.68573 -0.5 0.9 -0.3 0.42
H 2.73040 -1.64842 0.60599 1.2 0.1 0.4 0.46
H 2.37561 -1.23400 -1.15602 0.1 -0.3 1.5 0.34
H 0.28305 -2.31809 0.06491 0.9 0.6 0.0 0.41
H 0.49873 -1.08413 1.37744 0.7 -0.6 -1.2 0.37
H -0.19217 -0.58176 -1.36085 0.7 0.6 0.0 0.42
H -1.65282 -0.55059 0.99870 0.1 -0.9 2.8 0.39
H -2.17706 -0.68483 -0.64641 1.6 0.8 1.4 0.28
H -2.57140 1.63550 0.50342 0.5 0.6 0.2 0.40
H -1.84213 1.50995 -1.10814 -0.7 0.4 -0.3 0.28
```
Forces are in eV/Å.

Output
- net charge = +1
- LUMO (Ha) = -0.1227


[12]
A structure of composition C6H10O. Source: the Open Molecules 2025 dataset; level of theory: the ωB97M-V functional and the def2-TZVPD basis.

Geometry as XYZ:
```
17
Properties=species:S:1:pos:R:3:forces:R:3:mulliken_charge:R:1
C 0.44121 -0.01882 -0.31603 -1.7 0.3 -0.6 1.47
C 0.08496 -0.45544 1.07388 -0.4 0.5 0.5 -0.83
C 0.38227 -1.06986 -1.38114 0.1 -0.4 -0.3 -1.50
C 1.45103 1.07591 -0.48691 -0.1 0.1 0.0 -1.47
O -1.09722 0.87440 -0.34778 1.2 -0.2 0.2 -0.55
C -1.29311 0.22219 1.18417 0.2 -0.7 1.1 0.21
C -2.40314 0.31461 1.77559 0.4 0.5 -0.4 -0.76
H -1.96108 0.66802 -0.75573 0.5 -0.4 -0.4 0.36
H -0.03663 -1.53021 1.21523 0.1 0.0 -0.3 0.32
H 0.80130 -0.09997 1.81729 -0.1 0.1 0.0 0.29
H 0.08230 -0.67958 -2.35539 0.0 0.1 0.1 0.33
H 1.36931 -1.52425 -1.53332 0.0 0.2 0.2 0.37
H 2.45523 0.68071 -0.29113 -0.2 -0.1 0.0 0.38
H -0.28102 -1.88771 -1.09479 -0.1 0.2 -0.1 0.42
H 1.42884 1.47551 -1.50291 0.0 -0.1 0.1 0.34
H 1.27449 1.88998 0.21717 -0.1 -0.1 0.0 0.40
H -2.69874 0.06450 2.78179 0.0 -0.2 -0.2 0.23
```
Forces are in eV/Å.

Output
- LUMO (Ha) = 0.0222


What did we get for E_tot? Answer: -398.4852 -398.6588 -473.8357 -473.8270 -507.9697 -726.9901 -364.2235 -856.3438 -705.8125 -1426.8579 -687.2506 -309.6731 Eh, in the order shown.